DFT (ωB97M-V/def2-TZVPD) results for a molecular structure, C25H29Cl2N7O3SV.

## Properties
- LUMO (alpha / beta): 2.19 / 2.15 eV
- Relative energy (zero: lowest compared OMol25 entry of this formula, charge and spin): 9.3 kcal per mole
- Molar mass: 629.47 g/mol
- DFT total energy: -3841.8155 Ha
- Spin multiplicity: 3
- Highest occupied orbital energy (alpha / beta): -5.43 / -5.60 eV
- Total charge: -1

Atoms and positions in Å:
V: -0.3342 0.2619 -0.8749
C: -2.2956 2.6197 0.6234
C: -0.8703 3.0443 0.4876
C: -0.5128 4.3579 0.8011
C: 0.8165 4.7268 0.8078
C: 1.7796 3.7606 0.5534
C: 1.3582 2.4798 0.2440
N: 0.0588 2.1455 0.1455
C: 2.3519 1.3675 0.1319
C: 3.6934 1.5997 -0.1509
C: 4.5466 0.5103 -0.1842
C: 4.0522 -0.7426 0.1334
C: 2.7016 -0.8773 0.4414
N: 1.8661 0.1549 0.3880
C: 2.1673 -2.1729 0.9412
C: 2.5486 -3.3750 0.3645
C: 2.0512 -4.5434 0.9226
C: 1.2072 -4.4594 2.0136
C: 0.8928 -3.2041 2.5355
C: -0.0062 -3.0730 3.7271
N: 1.3753 -2.0847 2.0084
H: -2.9612 3.4731 0.4992
H: -2.5493 1.8380 -0.0836
H: -2.4362 2.2099 1.6267
H: -1.2967 5.0629 1.0414
H: 1.1084 5.7431 1.0364
H: 2.8307 3.9878 0.6321
H: 4.0503 2.5888 -0.3952
H: 5.5906 0.6413 -0.4369
H: 4.6973 -1.6086 0.1713
H: 3.1503 -3.3876 -0.5302
H: 2.2981 -5.5059 0.4914
H: 0.7785 -5.3465 2.4626
H: 0.4433 -3.5483 4.6023
H: -0.1743 -2.0210 3.9453
H: -0.9667 -3.5568 3.5441
C: -3.6810 1.7001 -2.5271
C: -2.6127 0.6482 -2.8320
C: -3.2468 -0.7398 -2.9302
C: -1.8764 0.9875 -4.1258
N: -1.6513 0.6252 -1.7584
H: -4.4186 1.7214 -3.3327
H: -3.2365 2.6927 -2.4445
H: -4.2022 1.4730 -1.5965
H: -3.9413 -0.7707 -3.7726
H: -3.7965 -0.9794 -2.0186
H: -2.4718 -1.4892 -3.0851
H: -2.5864 0.9853 -4.9559
H: -1.0942 0.2547 -4.3161
H: -1.4063 1.9708 -4.0621
C: -0.1029 -4.0638 -2.1876
S: 0.5107 -2.4343 -2.5124
O: 1.9537 -2.5019 -2.4997
O: -0.1130 -1.9956 -3.7384
O: -0.0254 -1.7033 -1.2964
H: 0.2424 -4.7067 -2.9941
H: -1.1870 -4.0309 -2.1665
H: 0.2753 -4.4105 -1.2328
N: -1.2508 -0.4168 0.8679
C: -2.0953 -1.0870 1.3124
N: -3.0773 -1.6886 1.8737
C: -3.1044 -2.9956 1.9873
N: -3.2148 -4.1379 2.1462
Cl: 0.3354 4.4506 -2.7941
C: 1.7650 3.9621 -3.5792
Cl: 1.2273 0.9385 -2.5613
H: 2.6009 3.7455 -2.9376
H: 1.6388 3.4555 -4.5196